Molecular formula: C3H10NS
Method: DFT, the ωB97M-V functional and the def2-TZVPD basis

Energy relative to the best compared isomer or geometry (same formula, charge and spin) ... 54.8 kcal/mol
Charge ... +1
Multiplicity ... 1

```
15
Properties=species:S:1:pos:R:3:forces:R:3
H 1.771 0.605 -2.379 0.760 -0.036 -1.097
S -2.340 -1.308 2.455 0.776 0.260 -0.216
H 0.528 1.400 1.081 0.307 -1.477 -1.853
C 0.330 0.380 0.519 0.106 5.158 -0.083
N 0.423 0.408 -0.932 -0.631 -0.845 1.298
H 2.001 1.448 -0.860 1.354 0.357 -0.062
C 1.809 0.498 -1.327 1.198 -0.965 0.651
H -2.614 -2.131 3.479 -0.545 0.128 -0.278
H 2.548 -0.369 -0.944 -2.119 1.979 -0.818
H -0.306 0.321 -2.721 0.316 -0.122 -3.098
H 1.055 -0.247 0.789 2.512 -2.723 1.650
H -1.564 0.352 -1.357 0.110 -0.122 -0.133
H -3.535 -1.065 1.905 -0.274 -0.391 0.488
C -0.548 0.336 -1.738 -0.641 0.312 2.877
H -0.580 0.229 0.923 -3.228 -1.513 0.673
```
Forces are in eV/Å.

natural (NBO) population analysis, charges in e, atoms 1 to 6:
1. H 0.23
2. S -0.35
3. H 0.25
4. C -0.43
5. N -0.19
6. H 0.24

---

Molecular formula: C3H10NS2
Method: DFT, the ωB97M-V functional and the def2-TZVPD basis

Energy relative to the best compared isomer or geometry (same formula, charge and spin) ... 19.8 kcal/mol
Charge ... +1
Multiplicity ... 1

```
16
Properties=species:S:1:pos:R:3:forces:R:3
H 1.271 0.832 1.634 -0.290 -0.684 0.182
H 0.677 1.390 -1.890 0.336 -0.291 -1.043
H 0.772 1.989 0.607 -0.633 0.061 -0.640
H 1.435 -0.929 -0.290 -0.704 -0.275 0.632
C 0.635 0.912 0.745 1.346 -0.183 1.077
S -1.323 -1.363 0.181 0.231 -0.211 0.160
C 1.325 0.145 -0.344 0.227 1.190 -1.529
H 0.639 -0.382 -2.266 0.809 0.912 -0.864
H -0.506 0.322 -1.501 -0.056 0.221 0.696
C 2.740 0.639 -0.681 -0.616 -0.644 -0.063
N 0.510 0.417 -1.641 -0.854 -1.124 1.189
H -2.627 -1.373 0.488 -0.038 0.030 -0.107
H 3.389 0.454 0.171 0.117 0.262 -0.021
H 3.068 0.001 -1.501 0.401 0.138 -0.056
S -1.085 0.514 1.093 -0.419 0.448 0.123
H 2.751 1.674 -1.017 0.143 0.150 0.264
```
Forces are in eV/Å.

natural (NBO) population analysis, charges in e, atoms 1 to 6:
1. H 0.26
2. H 0.45
3. H 0.25
4. H 0.24
5. C -0.60
6. S -0.18

---

Molecular formula: C3H10NS2
Method: DFT, the ωB97M-V functional and the def2-TZVPD basis

Energy relative to the best compared isomer or geometry (same formula, charge and spin) ... 65.4 kcal/mol
Charge ... +1
Multiplicity ... 1

```
16
Properties=species:S:1:pos:R:3:forces:R:3
C 0.658 0.113 -0.658 1.535 2.145 -1.224
H 1.059 1.184 -0.781 -0.411 -1.559 0.603
H -1.433 0.748 -0.571 -0.370 0.951 -0.615
H 1.190 -1.762 0.089 1.281 1.963 -0.004
H -0.162 3.913 1.326 0.186 -0.969 0.301
H -0.499 -1.790 0.836 -0.870 0.084 -1.165
H -1.665 -1.696 -0.611 -0.440 -1.083 -0.845
S 0.850 2.987 1.520 0.423 0.880 -0.733
H -2.009 -1.057 1.005 -0.116 0.030 -0.740
H 1.154 -0.424 1.151 1.166 -0.051 -0.012
C -1.242 -1.197 0.218 0.087 -0.904 3.564
H 2.554 -0.522 0.017 -2.396 -0.892 0.687
S 0.029 1.226 1.918 -2.005 -1.023 -0.850
C -0.715 0.067 -0.209 1.125 1.774 2.462
H 0.919 -0.378 -1.539 -0.645 -0.354 -2.721
N 1.496 -0.731 0.197 1.451 -0.991 1.291
```
Forces are in eV/Å.

natural (NBO) population analysis, charges in e, atoms 1 to 6:
1. C -0.31
2. H 0.26
3. H 0.25
4. H 0.45
5. H 0.16
6. H 0.19

---

Look up the multiplicity of the third one. 1